The following is a DFT calculation (the ωB97M-V functional and the def2-TZVPD basis) of a 2-piece molecular cluster, C5H9N overall at a distorted geometry.

Orbital gap   9.068 eV
Molar mass   83.1 g mol⁻¹
DFT total energy   -250.497545 hartree
E_LUMO   1.1 eV
HOMO   -7.99 eV
Max |F|   5.26 eV Å⁻¹
Spin multiplicity   1
Energy above the lowest of the compared OMol25 structures with the same formula, charge and spin   4.6095 eV

Last columns: bonded neighbours and bond lengths (Å).
CARTESIAN COORDINATES (ANGSTROEM)
1 C -1.739 0.354 -0.459  N6 1.240, H7 1.062
2 C 0.688 -1.222 -0.587  C3 1.560, C4 1.503, H8 1.013, H9 1.042
3 C 0.532 -0.994 0.948  C2 1.560, C4 1.456, H10 1.054, H11 1.069
4 C 0.461 0.131 0.026  C2 1.503, C3 1.456, C5 1.549
5 C 1.247 1.465 -0.018  C4 1.549, H12 1.060, H13 1.123, H14 1.060
6 N -2.348 -0.485 0.223  C1 1.240, H15 1.014
7 H -1.906 1.207 -1.069  C1 1.062
8 H 1.563 -1.482 -1.027  C2 1.013
9 H -0.146 -1.532 -1.131  C2 1.042
10 H -0.421 -1.275 1.300  C3 1.054
11 H 1.333 -1.051 1.653  C3 1.069
12 H 0.936 1.894 -0.936  C5 1.060
13 H 2.361 1.387 0.102  C5 1.123
14 H 0.796 2.004 0.775  C5 1.060
15 H -3.358 -0.400 0.201  N6 1.014